This record from the OMol25 dataset describes a cluster of 2 separate species, C3H9N2 in total. The level of theory is ωB97M-V/def2-TZVPD.

Geometry as XYZ:
```
14
Properties=species:S:1:pos:R:3:forces:R:3
N 0.08688 -1.22485 1.67761 0.499 -0.472 -0.755
H 0.38728 -0.75660 0.75598 -0.263 0.207 0.591
H -0.64889 -0.70212 2.14763 0.009 0.074 0.030
H -0.23055 -2.17058 1.45307 -0.179 0.039 0.131
H 0.91673 -1.31411 2.26604 -0.090 0.155 0.163
C 0.44246 0.10059 -1.34736 0.247 0.147 -0.014
C 1.29348 0.58814 -0.42611 0.099 -0.015 -0.249
C -1.61572 1.14448 -1.05982 -0.283 0.244 0.227
N -0.67942 0.75710 -1.79814 0.134 0.032 -0.286
H 0.71802 -0.77816 -1.92424 -0.186 -0.147 0.142
H 1.18868 1.59126 -0.02773 -0.167 -0.129 0.150
H 2.23792 0.08243 -0.26483 0.057 0.045 -0.031
H -2.41436 1.75791 -1.46578 0.009 -0.074 -0.099
H -1.68252 0.92451 0.01367 0.113 -0.107 0.001
```
Positions in Å, forces in eV/Å.

LUMO ... -4.01 eV
Charge ... +1
Largest force on an atom ... 1.02 eV/A

***

This record from the OMol25 dataset describes the ion C3H9N2 with charge +1. The level of theory is ωB97M-V/def2-TZVPD.

Geometry as XYZ:
```
14
Properties=species:S:1:pos:R:3:forces:R:3
C -1.33410 1.45925 -0.16604 1.772 -1.745 0.245
C 0.13127 1.15433 -0.49458 1.398 0.673 0.183
N 0.85129 -2.30317 0.55903 -0.968 -0.666 0.489
C 0.14955 -1.20668 0.28984 1.681 0.956 0.868
N 0.65063 -0.25418 -0.43528 -1.177 1.086 -0.320
H -1.92748 0.65707 -0.61268 -0.566 0.805 -0.332
H -1.38688 1.33265 0.90814 -0.559 0.325 0.325
H -1.47611 2.49639 -0.44164 -0.658 -0.130 -0.184
H 0.50030 1.55200 -1.44010 -0.586 -0.287 -0.352
H 0.78352 1.69850 0.20169 -0.237 -0.065 0.164
H 1.85432 -2.27562 0.62812 0.182 -0.065 -0.529
H 0.40878 -3.05438 1.08320 0.151 0.366 -0.133
H -0.69757 -0.91842 0.90977 -0.527 -0.618 -0.605
H 1.49251 -0.33773 -0.98945 0.093 -0.636 0.180
```
Positions in Å, forces in eV/Å.

LUMO ... -4.08 eV
Charge ... +1
SMILES ... CC/[NH+]=C/N
Largest force on an atom ... 2.50 eV/A

***

This record from the OMol25 dataset describes a cluster of 2 separate species, C3H9N2 in total. The level of theory is ωB97M-V/def2-TZVPD.

Geometry as XYZ:
```
14
Properties=species:S:1:pos:R:3:forces:R:3
C 1.36150 0.68633 -1.27004 -1.322 0.365 -0.956
C 1.71466 -0.36565 0.85755 -1.761 -0.170 -0.126
N 0.93268 -0.06430 -0.10002 4.129 0.244 0.397
H 0.49564 1.29919 -1.57480 0.196 -0.050 -0.357
H 1.56043 -0.01486 -2.09824 -0.249 -0.031 0.243
H 2.18169 1.38008 -1.08799 0.015 -0.158 0.473
H 1.29047 -0.58795 1.84234 0.317 -0.011 0.108
H 2.79381 -0.43245 0.66319 0.041 -0.204 0.026
C -2.40321 -0.83081 0.39150 0.845 -0.347 -0.203
N -1.70227 0.23693 0.45610 -0.503 -0.361 0.798
H -1.89073 -1.75992 0.15120 -0.303 -0.056 -0.111
H -3.46955 -0.80856 0.59720 0.003 0.048 -0.045
H -2.22442 1.03787 0.82018 0.709 0.525 -0.320
H -0.64070 0.22410 0.35185 -2.115 0.207 0.073
```
Positions in Å, forces in eV/Å.

LUMO (alpha / beta) ... -9.96 / -14.04 eV
Multiplicity ... 2
Charge ... +2
Largest force on an atom ... 4.16 eV/A

***

This record from the OMol25 dataset describes a cluster of 2 separate species, C3H9N2O in total. The level of theory is ωB97M-V/def2-TZVPD.

Geometry as XYZ:
```
15
Properties=species:S:1:pos:R:3:forces:R:3
C 2.03169 -1.19891 0.01596 -1.649 0.415 -1.770
C 0.81644 -0.27465 -0.35848 0.893 -2.377 -2.779
C 0.80391 1.07457 0.29016 -1.162 -0.867 -0.407
N -2.78315 0.90596 -0.17803 -0.073 1.244 -0.230
N -3.01474 -0.34586 -0.28068 -1.767 2.252 1.769
O -4.11877 -0.66727 0.30030 0.012 -1.543 -0.506
H 2.45133 -0.61664 0.75012 1.848 0.684 2.011
H 1.64402 -2.12653 0.41551 0.362 -0.332 -0.005
H 2.70746 -1.32238 -0.83409 0.047 -0.275 0.307
H -0.03873 -0.95948 -0.25194 -0.379 1.180 0.431
H 0.84112 -0.14354 -1.52468 -0.110 0.100 2.013
H 1.58405 1.68336 -0.07014 0.749 0.985 -1.066
H -0.19312 1.38201 0.06425 -0.641 1.270 -0.178
H 0.92512 1.16951 1.33749 -0.052 -0.774 1.434
H -3.65664 1.43984 0.32426 1.923 -1.962 -1.025
```
Positions in Å, forces in eV/Å.

LUMO ... 3.83 eV
Charge ... -1
Largest force on an atom ... 3.76 eV/A

***

This record from the OMol25 dataset describes a cluster of 2 separate species, C3H9N2O in total. The level of theory is ωB97M-V/def2-TZVPD.

Geometry as XYZ:
```
15
Properties=species:S:1:pos:R:3:forces:R:3
C 0.83093 -1.42242 0.05657 -0.029 -0.775 1.084
C -1.50169 -1.08963 -0.39594 -1.016 0.292 -0.367
C 1.03589 2.46025 -0.04034 -0.008 -1.351 0.016
N -0.45586 -0.90064 0.50428 1.583 0.983 0.995
N 0.11831 2.65333 0.84201 -1.029 -1.828 -0.543
O -0.66903 1.57972 1.13897 0.672 1.915 0.544
H 1.67629 -0.82440 0.43558 -0.337 -0.477 0.679
H 0.85485 -2.51078 0.34590 0.655 0.741 0.249
H 1.15560 -1.51282 -0.99255 -1.109 0.603 -0.747
H -2.21016 -0.26000 -0.25386 0.223 0.158 -0.718
H -1.08100 -1.20690 -1.39264 -0.542 0.345 -0.783
H -2.13379 -1.94291 -0.21375 -0.260 -1.137 0.149
H 1.52151 3.32578 -0.38119 0.902 1.172 -0.242
H -0.51206 0.16206 0.86118 1.163 -1.398 -0.928
H 1.37022 1.48934 -0.51423 -0.867 0.758 0.612
```
Positions in Å, forces in eV/Å.

LUMO ... 4.25 eV
Charge ... -1
Largest force on an atom ... 2.17 eV/A

***

This record from the OMol25 dataset describes the ion C3H9N2O with charge +1. The level of theory is ωB97M-V/def2-TZVPD.

Geometry as XYZ:
```
15
Properties=species:S:1:pos:R:3:forces:R:3
C 0.45334 -0.41614 1.04244 -0.358 1.999 -1.952
C 0.51475 -0.24230 -1.14939 -1.862 2.854 2.588
C -0.63319 -0.14793 -0.05912 1.175 -0.909 -0.624
N -1.02362 1.23919 0.07045 0.922 -0.701 -2.591
N 1.47650 0.02429 -0.03962 2.649 0.840 1.482
O -1.60303 -1.10647 -0.29725 -0.200 0.185 1.149
H 0.53231 0.31948 1.81087 -0.293 0.017 0.899
H 0.40872 -1.41545 1.33501 0.878 -1.678 0.383
H 0.80909 -1.09604 -1.64432 -0.096 -1.873 -1.155
H 0.27926 0.65109 -1.66899 0.923 0.447 -1.613
H -1.53502 1.52690 -0.77751 0.252 -0.069 0.448
H -1.66908 1.26996 0.78988 -1.561 0.548 2.021
H 1.63951 1.09264 0.15597 -0.264 -2.493 -0.777
H 2.43367 -0.47253 -0.11029 -1.902 1.029 0.283
H -2.08320 -1.22669 0.54188 -0.262 -0.195 -0.541
```
Positions in Å, forces in eV/Å.

LUMO ... -3.56 eV
Charge ... +1
SMILES ... NC1(O)C[NH2+]C1
Largest force on an atom ... 4.28 eV/A

***

This record from the OMol25 dataset describes a cluster of 2 separate species, C3H9N2O in total. The level of theory is ωB97M-V/def2-TZVPD.

Geometry as XYZ:
```
15
Properties=species:S:1:pos:R:3:forces:R:3
C -0.26902 -0.06232 -0.66643 2.563 -1.366 2.317
C 0.78436 0.28751 1.20888 0.752 0.026 0.118
C 0.04847 1.57148 1.40941 1.139 -0.278 -1.250
N 0.73391 -1.23988 -1.16836 0.047 -0.425 2.178
N -1.60169 -0.33624 -0.56003 0.172 -2.617 2.041
O 1.68212 -0.26144 1.80610 -3.105 0.963 -2.932
H -0.10756 0.77320 -1.25734 0.878 1.434 -1.148
H 0.44571 2.27106 0.61138 -0.814 -0.943 0.333
H 0.44421 2.04294 2.27688 -0.675 0.281 1.367
H -1.01327 1.28631 1.24572 0.579 0.990 0.564
H 0.84959 -1.37585 -2.14324 0.535 0.280 -1.465
H 1.65770 -1.27013 -0.62763 -1.369 0.491 -1.143
H -2.21956 -0.43760 -1.34862 0.089 0.322 -0.488
H 0.27819 -2.09927 -0.87564 -0.167 -0.275 0.208
H -1.71314 -1.14977 0.08891 -0.622 1.117 -0.699
```
Positions in Å, forces in eV/Å.

LUMO ... -3.65 eV
Charge ... +1
Largest force on an atom ... 4.38 eV/A

***

This record from the OMol25 dataset describes the ion C3H9N2O with charge +1. The level of theory is ωB97M-V/def2-TZVPD.

Geometry as XYZ:
```
15
Properties=species:S:1:pos:R:3:forces:R:3
C 0.76251 -0.32725 0.09624 0.301 0.668 2.259
C -0.39358 -0.51332 -0.80442 -1.719 -0.293 0.353
C 1.62444 0.93250 -0.06358 -2.620 -0.131 -0.223
N -0.27769 -1.36308 -1.76827 2.262 -0.673 -1.525
N -1.55728 -0.03217 -0.40803 -2.070 1.340 -1.626
O -0.07047 -0.27104 1.32310 1.997 -0.304 -0.394
H 1.48859 -1.18418 0.09213 -1.200 0.263 -0.045
H 1.01438 1.80800 0.20450 0.548 -0.174 0.091
H 1.88370 1.00589 -1.08058 0.406 0.299 -1.508
H 2.52707 0.82750 0.45221 1.153 0.064 1.201
H 0.70787 -1.59698 -2.02119 -1.548 -0.142 0.066
H -1.03199 -1.77135 -2.28646 -0.236 0.111 -0.308
H 0.52289 -0.43130 2.04451 0.408 -0.008 0.979
H -1.54805 0.53373 0.44185 -0.040 -0.406 -0.371
H -2.46002 0.06008 -0.99315 2.361 -0.613 1.051
```
Positions in Å, forces in eV/Å.

LUMO ... -3.52 eV
Charge ... +1
SMILES ... C[C@@H](O)C(N)=[NH2+]
Largest force on an atom ... 2.95 eV/A

***

This record from the OMol25 dataset describes a cluster of 2 separate species, C3H9N2O in total. The level of theory is ωB97M-V/def2-TZVPD.

Geometry as XYZ:
```
15
Properties=species:S:1:pos:R:3:forces:R:3
C 0.79287 0.61985 0.83295 -0.738 0.863 3.443
C -0.29120 0.34004 -1.33086 -1.426 -0.851 0.101
C -1.09113 -1.00636 0.55595 3.040 -0.854 -0.517
N -1.70044 -2.75823 -1.08019 -0.852 0.607 1.004
N 0.12733 -0.36783 -0.01836 2.412 -1.473 -2.527
O -2.78463 -2.95217 -0.83239 0.719 -0.224 -0.478
H -0.03667 1.38044 1.11542 1.532 -1.373 0.120
H 1.36370 0.13893 1.73438 -1.662 0.773 -1.444
H 1.54096 1.19538 0.35024 0.630 0.218 -1.115
H -0.54582 1.41790 -1.13477 -0.063 -1.336 0.111
H 0.36828 0.32260 -2.18594 0.968 -0.244 0.397
H -1.14025 -0.32409 -1.62835 0.323 1.315 -0.040
H -1.79566 -0.25556 0.65900 -1.823 1.004 0.325
H -0.68717 -1.52190 1.40216 -0.770 -0.620 0.710
H 0.89149 -1.17722 -0.17705 -2.291 2.194 -0.090
```
Positions in Å, forces in eV/Å.

LUMO (alpha / beta) ... -4.42 / -4.92 eV
Charge ... +1
Largest force on an atom ... 3.79 eV/A

***

This record from the OMol25 dataset describes the ion C3H9N2O with charge +1. The level of theory is ωB97M-V/def2-TZVPD.

Geometry as XYZ:
```
15
Properties=species:S:1:pos:R:3:forces:R:3
C 0.71770 -1.40334 0.75277 -1.554 -3.643 -0.112
C 0.20518 -0.01025 0.18825 -1.476 -0.777 1.279
C -1.04683 0.23540 -0.58644 -0.867 -1.882 0.202
N 0.96027 1.03494 0.27370 2.294 4.205 -0.861
N -0.96311 1.57194 -1.29075 -0.198 -0.893 1.462
O 1.65310 -1.89782 1.74701 -0.957 2.886 -3.989
H -0.32889 -2.05046 0.74386 2.205 1.680 0.735
H 1.13924 -1.62760 -0.19505 1.511 -0.833 -0.624
H -1.91898 -0.01788 0.11148 0.466 1.449 -1.024
H -1.19463 -0.49091 -1.37624 0.135 -0.423 -0.289
H 1.70748 1.43637 0.83890 -0.539 -0.751 0.094
H 0.45487 1.77694 -0.42467 0.489 -0.787 0.662
H 1.21383 -2.19497 2.50614 -1.399 -0.632 2.174
H -1.76325 2.11453 -0.97358 0.271 0.403 -0.624
H -0.83597 1.52309 -2.31539 -0.381 -0.003 0.915
```
Positions in Å, forces in eV/Å.

LUMO (alpha / beta) ... -3.04 / -9.67 eV
Multiplicity ... 3
Charge ... +1
Largest force on an atom ... 5.02 eV/A

***

This record from the OMol25 dataset describes a cluster of 2 separate species, C3H9N2O2 in total. The level of theory is ωB97M-V/def2-TZVPD.

Geometry as XYZ:
```
16
Properties=species:S:1:pos:R:3:forces:R:3
N -2.47257 1.66184 0.04646 0.116 0.390 0.490
C -1.25287 1.13973 -0.46199 1.017 -0.208 -1.279
O -0.18321 1.71287 -0.06497 -1.629 -0.460 -0.384
O -1.34946 0.17036 -1.30454 -0.107 1.580 1.468
H -2.40205 2.58827 0.49638 -0.132 -1.004 -0.698
H -3.28737 1.44171 -0.51231 0.247 0.241 0.199
C 0.62366 -1.82480 -0.45241 0.568 0.633 -0.998
N 1.42282 -0.56958 -0.35815 -0.143 -0.993 -0.675
C 1.67068 -0.11420 0.99705 -0.417 0.228 0.146
H 1.21519 -2.68862 -0.05947 -0.527 0.530 -0.329
H -0.36362 -1.74603 -0.01305 -0.186 0.000 0.892
H 0.30041 -1.96697 -1.52105 0.900 -0.074 0.795
H 0.89003 0.16312 -0.84965 0.224 -0.408 0.545
H 0.70411 0.02839 1.54119 0.645 0.226 -0.093
H 2.22991 0.85748 0.93799 -0.603 -0.874 0.283
H 2.25433 -0.85357 1.57851 0.029 0.194 -0.361
```
Positions in Å, forces in eV/Å.

LUMO ... 4.35 eV
Charge ... -1
Largest force on an atom ... 2.16 eV/A

***

This record from the OMol25 dataset describes a cluster of 2 separate species, C3H9N2O2 in total. The level of theory is ωB97M-V/def2-TZVPD.

Geometry as XYZ:
```
16
Properties=species:S:1:pos:R:3:forces:R:3
C 1.29781 -1.56860 -0.66664 -0.249 0.062 -0.523
C 0.05226 -2.38307 -0.42537 -0.524 -0.335 1.053
N -1.03312 -1.71544 0.02367 0.593 0.520 -0.210
O 0.04403 -3.61079 -0.52716 0.179 -0.247 -0.616
H 1.72726 -1.28715 0.28998 0.082 0.070 0.046
H 1.04186 -0.65280 -1.19438 0.017 0.164 0.167
H 1.98805 -2.15182 -1.27410 0.060 -0.110 0.189
H -0.90505 -0.75314 0.44256 -0.118 0.076 -0.430
H -1.84879 -2.28249 0.16902 0.025 -0.031 0.250
N -0.41911 2.62061 -0.43935 -0.344 -0.375 0.299
C -0.35131 1.99107 0.94324 -0.432 -0.443 -0.564
O -0.19071 0.67083 0.91344 0.243 -0.069 0.205
H -1.02434 3.42723 -0.36703 0.213 0.343 -0.228
H 0.49722 2.88342 -0.78140 -0.030 0.136 0.103
H 0.45693 2.51225 1.49570 0.062 0.100 0.229
H -1.33299 2.29990 1.39781 0.223 0.140 0.032
```
Positions in Å, forces in eV/Å.

LUMO ... 4.23 eV
Charge ... -1
Largest force on an atom ... 1.22 eV/A

***

Energy relative to the best compared isomer or geometry (same formula, charge and spin) per entry: 205.82, 61.09, 269.30, 251.98, 286.43, 251.18, 372.17, 107.44, 630.34, 350.42, 64.30, 123.85 kJ/mol